19
Properties=species:S:1:pos:R:3:forces:R:3:nbo_charge:R:1 method="wB97M-V/def2-TZVPD" e_tot_ev=-12416.6723 homo_lumo_gap_ha=0.355 charge=0 smiles="CNN(C)C(=O)[C@@H]1CO1" e_above_lowest_kcal_mol=156.8 homo_energy_ev=-8.82
C -1.869318 0.580033 1.458049 1.565 1.133 1.614 -0.42
C 1.366704 1.863185 0.860681 1.881 1.938 -1.801 -0.44
C 0.742408 -0.528419 0.092999 -1.310 6.538 3.836 0.60
C -0.237888 -1.309524 -0.444036 -4.961 -1.997 -5.735 -0.05
C 0.137444 -1.460347 -1.899997 -2.975 1.562 1.186 -0.08
H -1.373450 0.883761 2.529318 -2.307 -1.306 -2.114 0.21
H -1.958989 -0.427296 1.159378 -0.031 -2.038 1.066 0.17
H -2.846609 0.948969 1.096926 0.274 0.595 1.240 0.22
H -1.323499 1.062175 -0.453603 1.099 0.372 2.372 0.39
H 1.673772 2.050889 2.016125 -1.218 -0.462 -2.802 0.22
H 2.390758 1.865196 0.232157 -2.074 -0.917 1.605 0.22
H 0.883252 2.760247 0.248525 0.767 -1.340 2.291 0.23
H -0.722603 -2.162016 0.102485 0.521 1.116 -0.603 0.25
H -0.317024 -2.338379 -2.354421 0.751 0.217 -0.439 0.21
H 1.020085 -0.875620 -2.309946 -1.399 -1.063 0.488 0.23
N -0.948241 1.171454 0.560510 1.157 1.844 -4.402 -0.49
N 0.451046 0.772233 0.518575 -1.981 -0.471 0.578 -0.32
O 1.785732 -0.997517 0.219209 6.607 -2.518 0.712 -0.57
O -1.133411 -0.532895 -1.497549 3.633 -3.201 0.907 -0.57